Formula: C32H62Cl42O18S6
Source: the Open Molecules 2025 dataset
Level of theory: ωB97M-V/def2-TZVPD

```
160
Properties=species:S:1:pos:R:3
O -29.657 1.306 1.190
S -30.950 0.662 1.339
O -32.013 1.063 0.467
O -30.580 -0.892 1.190
C -31.710 -1.787 0.668
C -31.023 -2.972 -0.052
C -31.509 0.677 3.030
H -32.298 -1.188 -0.041
H -32.416 -2.041 1.470
H -31.769 -3.755 -0.284
H -30.227 -3.443 0.510
H -30.667 -2.577 -1.000
H -30.800 0.108 3.673
H -32.436 0.114 3.015
H -31.621 1.715 3.448
O -25.866 9.724 3.615
S -26.531 9.875 4.892
O -27.947 9.742 4.920
O -26.027 8.723 5.868
C -24.661 8.160 5.605
C -24.749 6.849 4.833
C -25.995 11.281 5.714
H -24.128 8.115 6.556
H -24.015 8.831 5.015
H -23.733 6.372 4.844
H -25.016 7.101 3.780
H -25.490 6.129 5.234
H -26.125 11.178 6.792
H -26.685 12.057 5.391
H -25.017 11.485 5.263
O -30.537 7.209 7.506
S -30.156 6.452 6.337
O -30.916 5.289 5.918
O -30.120 7.492 5.115
C -29.984 6.937 3.714
C -29.974 8.146 2.834
C -28.435 5.948 6.505
H -30.817 6.233 3.478
H -29.060 6.343 3.707
H -29.237 8.861 3.202
H -30.946 8.570 2.630
H -29.505 7.893 1.871
H -27.865 6.797 6.852
H -28.001 5.466 5.610
H -28.560 5.216 7.290
O -27.822 11.669 8.655
S -27.857 10.511 9.520
O -26.637 9.873 10.001
O -28.756 11.012 10.808
C -28.545 10.332 12.139
C -29.265 11.187 13.136
C -28.923 9.209 8.845
H -27.491 10.407 12.381
H -28.824 9.272 12.184
H -28.673 12.126 13.257
H -29.370 10.753 14.117
H -30.253 11.486 12.776
H -29.043 8.386 9.534
H -28.457 9.022 7.866
H -29.895 9.624 8.631
O -31.003 12.400 -2.995
S -31.613 11.083 -2.939
O -32.826 10.953 -2.235
O -31.784 10.616 -4.435
C -32.371 11.602 -5.357
C -31.926 11.223 -6.752
C -30.576 9.780 -2.422
H -32.040 12.575 -5.036
H -33.424 11.537 -5.172
H -30.821 11.220 -6.747
H -32.099 12.051 -7.464
H -32.242 10.274 -7.202
H -31.252 8.918 -2.285
H -30.118 10.136 -1.497
H -29.873 9.584 -3.203
O -33.921 7.402 7.216
S -34.608 7.077 5.990
O -35.184 5.744 5.769
O -35.814 8.025 5.668
C -35.586 9.463 6.143
C -36.932 10.168 5.963
C -33.571 7.525 4.617
H -34.811 9.823 5.469
H -35.157 9.459 7.159
H -37.740 9.628 6.447
H -37.256 10.212 4.925
H -36.888 11.179 6.314
H -33.145 8.512 4.612
H -34.196 7.305 3.748
H -32.747 6.787 4.740
C -28.424 13.251 1.416
Cl -29.739 12.573 0.500
Cl -26.949 13.728 0.494
Cl -27.924 12.171 2.744
H -28.745 14.147 1.924
C -34.934 4.987 1.567
Cl -34.215 6.421 0.802
Cl -36.302 5.372 2.566
Cl -33.727 4.115 2.455
H -35.261 4.417 0.714
C -31.146 3.483 -1.464
Cl -32.131 2.618 -2.613
Cl -31.892 5.024 -0.895
Cl -29.543 3.730 -2.165
H -30.999 2.839 -0.606
C -32.901 7.689 10.081
Cl -33.062 9.424 9.826
Cl -34.522 6.981 10.386
Cl -31.748 7.326 11.397
H -32.506 7.302 9.136
C -34.970 2.740 6.403
Cl -33.927 1.963 5.175
Cl -34.518 2.244 8.057
Cl -36.597 2.344 6.031
H -34.783 3.814 6.374
C -24.409 10.802 1.233
Cl -23.943 12.421 1.896
Cl -23.300 9.508 1.691
Cl -24.628 10.793 -0.554
H -25.365 10.595 1.682
C -28.014 3.554 2.117
Cl -28.824 3.271 3.678
Cl -26.277 3.901 2.334
Cl -28.917 4.700 1.114
H -28.080 2.570 1.641
C -27.112 8.249 -0.547
Cl -25.966 7.173 0.239
Cl -27.857 9.389 0.554
Cl -28.217 7.216 -1.424
H -26.583 8.780 -1.313
C -31.351 11.338 5.482
Cl -30.486 12.787 6.065
Cl -32.495 11.765 4.193
Cl -32.121 10.404 6.796
H -30.607 10.652 5.047
C -24.189 3.358 7.240
Cl -25.491 3.452 6.072
Cl -22.720 2.627 6.665
Cl -24.785 2.609 8.679
H -23.930 4.359 7.516
C -25.817 7.134 10.818
Cl -26.096 6.288 9.245
Cl -24.359 6.510 11.555
Cl -27.261 6.942 11.855
H -25.676 8.167 10.661
C -29.000 1.093 6.874
Cl -28.310 2.226 8.002
Cl -30.458 1.672 6.107
Cl -29.120 -0.508 7.593
H -28.228 1.014 6.111
C -34.498 10.531 0.752
Cl -32.937 9.878 1.180
Cl -34.506 12.243 1.152
Cl -35.835 9.619 1.378
H -34.528 10.490 -0.345
C -30.770 3.805 10.177
Cl -29.231 4.557 10.482
Cl -31.659 4.600 8.861
Cl -31.691 3.739 11.682
H -30.609 2.742 9.918
```

Values from the calculation:
HOMO level: -10.58 eV
2S+1: 1
lowest unoccupied orbital energy: 0.17 eV

=====

Formula: C32H63AlIO18
Source: the Open Molecules 2025 dataset
Level of theory: ωB97M-V/def2-TZVPD

```
115
Properties=species:S:1:pos:R:3
C 0.369 0.876 5.406
C 1.095 1.157 4.441
Al 2.352 1.747 2.956
C 2.230 3.780 2.910
C 1.347 4.368 1.779
C 2.104 5.482 1.027
C 1.832 0.879 1.206
C 1.238 -0.525 1.380
C 0.598 -1.012 0.092
I -1.391 -0.240 -0.163
C 4.215 1.098 3.520
C 5.076 0.484 2.414
C 5.910 1.458 1.593
C 5.247 2.811 1.364
C 6.042 3.681 0.384
C 6.223 5.079 0.961
H -0.029 0.872 6.368
H 3.196 4.264 2.853
H 1.790 4.088 3.850
H 0.462 4.818 2.209
H 1.059 3.637 1.038
H 1.392 6.093 0.487
H 2.698 6.058 1.715
H 2.734 5.010 0.284
H 1.089 1.441 0.656
H 2.670 0.763 0.526
H 2.005 -1.237 1.653
H 0.486 -0.482 2.150
H 0.539 -2.085 0.008
H 1.156 -0.620 -0.733
H 4.024 0.309 4.236
H 4.729 1.884 4.062
H 4.493 -0.124 1.743
H 5.788 -0.184 2.886
H 6.112 1.059 0.611
H 6.841 1.665 2.099
H 4.254 2.644 0.978
H 5.221 3.305 2.315
H 5.459 3.807 -0.511
H 6.998 3.243 0.157
H 6.914 5.012 1.790
H 6.572 5.786 0.226
H 5.291 5.412 1.376
C 1.808 -6.934 -1.936
O 0.766 -6.489 -2.806
C 0.097 -5.426 -2.358
O 0.303 -4.851 -1.322
O -0.832 -5.114 -3.254
C -1.634 -3.983 -2.900
H 2.272 -7.792 -2.413
H 2.556 -6.156 -1.802
H 1.404 -7.237 -0.971
H -1.020 -3.091 -2.794
H -2.179 -4.171 -1.978
H -2.342 -3.836 -3.710
C -1.966 -6.734 0.206
O -2.643 -7.955 0.526
C -2.950 -8.701 -0.528
O -2.712 -8.440 -1.677
O -3.572 -9.800 -0.093
C -3.961 -10.696 -1.132
H -1.773 -6.222 1.143
H -1.019 -6.936 -0.286
H -2.591 -6.102 -0.420
H -3.090 -11.052 -1.680
H -4.660 -10.216 -1.814
H -4.449 -11.536 -0.647
C 2.311 -8.113 -6.059
O 3.479 -8.309 -6.861
C 4.612 -8.340 -6.167
O 4.714 -8.226 -4.974
O 5.619 -8.520 -7.020
C 6.905 -8.570 -6.402
H 1.460 -8.109 -6.732
H 2.194 -8.927 -5.346
H 2.356 -7.159 -5.539
H 6.964 -9.402 -5.703
H 7.122 -7.635 -5.889
H 7.625 -8.718 -7.201
C -2.174 2.925 3.902
O -3.590 3.201 3.836
C -4.297 2.602 4.784
O -3.876 1.887 5.651
O -5.586 2.934 4.622
C -6.460 2.353 5.586
H -1.704 3.466 3.087
H -1.764 3.274 4.846
H -1.984 1.862 3.781
H -6.199 2.682 6.590
H -6.430 1.267 5.528
H -7.461 2.699 5.342
C -5.740 4.486 1.887
O -6.577 4.871 0.784
C -7.069 3.856 0.087
O -6.889 2.687 0.300
O -7.813 4.356 -0.907
C -8.404 3.363 -1.742
H -5.412 5.402 2.369
H -6.296 3.891 2.601
H -4.868 3.939 1.538
H -9.074 2.725 -1.168
H -7.638 2.760 -2.225
H -8.974 3.895 -2.498
C 0.170 8.200 -3.075
O -1.234 8.449 -3.177
C -1.949 7.890 -2.200
O -1.507 7.234 -1.297
O -3.230 8.186 -2.404
C -4.110 7.635 -1.426
H 0.633 8.702 -3.919
H 0.567 8.609 -2.148
H 0.377 7.133 -3.130
H -3.873 8.020 -0.436
H -4.054 6.549 -1.429
H -5.112 7.945 -1.704
```

Values from the calculation:
HOMO level: -4.70 eV
net charge: -1
2S+1: 1
lowest unoccupied orbital energy: 1.87 eV

=====

Formula: C32H63BrClN6O6P2
Source: the Open Molecules 2025 dataset
Level of theory: ωB97M-V/def2-TZVPD

```
111
Properties=species:S:1:pos:R:3
C -0.140 -8.005 0.782
C 0.540 -6.709 1.232
C -0.065 -5.367 0.794
Br -1.685 -5.623 -0.260
N -0.238 -4.289 1.950
N -1.452 -3.558 1.680
C -1.419 -2.437 1.185
O -1.475 -1.375 0.756
C -0.519 -4.921 3.313
C -1.731 -5.837 3.284
C -1.769 -6.650 4.570
O -1.193 -7.698 4.659
C -0.769 -3.833 4.344
C 0.384 -2.832 4.540
C -0.220 -1.592 5.251
C 0.584 -0.301 5.122
C 0.108 0.716 6.149
Cl 0.044 2.330 5.403
P 1.649 -3.479 5.719
N 2.617 -2.396 6.296
C 0.905 -2.374 3.168
C 0.958 -3.393 2.018
P 2.629 -4.229 1.950
N 2.939 -4.702 0.508
O 2.630 -5.401 3.008
O 3.694 -3.181 2.503
H 0.466 -8.799 1.213
H -0.098 -8.143 -0.289
H -1.134 -8.139 1.191
H 1.525 -6.746 0.781
H 0.704 -6.817 2.294
H 0.591 -4.889 0.081
H 0.323 -5.517 3.646
H -1.700 -6.574 2.491
H -2.662 -5.283 3.224
H -2.361 -6.245 5.403
H -1.675 -3.287 4.105
H -0.960 -4.301 5.307
H -0.338 -1.847 6.305
H -1.217 -1.421 4.850
H 0.349 0.141 4.156
H 1.653 -0.461 5.140
H -0.915 0.491 6.427
H 0.716 0.762 7.042
H 2.381 -4.476 5.058
H 0.882 -4.115 6.716
H 2.525 -2.311 7.298
H 0.236 -1.578 2.843
H 1.861 -1.878 3.293
H 1.069 -2.819 1.102
H 3.767 -4.286 0.107
H 3.511 -5.806 3.012
H 3.941 -2.576 1.793
C 1.120 1.999 -1.340
C 0.464 2.093 0.052
C -1.032 2.315 -0.134
C -1.335 3.705 -0.688
C -0.709 4.804 0.173
C 0.769 4.593 0.511
N 1.049 3.174 0.899
O 0.723 2.980 2.135
C 1.675 5.012 -0.662
C 1.149 5.528 1.654
C 0.755 0.749 0.709
H 0.788 1.081 -1.826
H 0.844 2.798 -2.020
H 2.209 1.962 -1.263
H -1.551 2.185 0.823
H -1.431 1.552 -0.807
H -0.990 3.791 -1.720
H -2.416 3.850 -0.724
H -0.821 5.771 -0.320
H -1.280 4.870 1.105
H 2.721 4.825 -0.417
H 1.563 6.080 -0.850
H 1.455 4.514 -1.602
H 0.494 5.416 2.515
H 1.071 6.558 1.310
H 2.175 5.355 1.981
H 1.832 0.600 0.813
H 0.356 -0.052 0.085
H 0.303 0.663 1.699
C -0.322 2.229 -7.467
C -1.086 2.314 -6.132
C -2.560 2.574 -6.425
C -2.802 3.980 -6.975
C -2.218 5.049 -6.049
C -0.772 4.804 -5.607
N -0.548 3.374 -5.225
O -0.970 3.173 -4.018
C 0.229 5.227 -6.698
C -0.465 5.712 -4.420
C -0.878 0.953 -5.480
H -0.632 1.326 -7.992
H -0.523 3.047 -8.151
H 0.755 2.166 -7.304
H -3.147 2.440 -5.510
H -2.923 1.829 -7.135
H -2.384 4.080 -7.979
H -3.875 4.145 -7.082
H -2.277 6.028 -6.528
H -2.852 5.104 -5.159
H 1.249 5.015 -6.377
H 0.152 6.299 -6.874
H 0.075 4.749 -7.660
H -1.186 5.597 -3.614
H -0.497 6.750 -4.748
H 0.531 5.514 -4.020
H 0.182 0.775 -5.297
H -1.245 0.170 -6.142
H -1.406 0.859 -4.532
```

Values from the calculation:
HOMO level (spin up / spin down): -10.00 / -10.95 eV
net charge: +1
expectation value of S²: 2.008
2S+1: 3
lowest unoccupied orbital energy (spin up / spin down): -3.39 / -3.39 eV